This record from OMol25 describes a 3-piece molecular cluster, C35H30BFNO8S overall at a distorted geometry. The level of theory is ωB97M-V with the def2-TZVPD basis set.

Calculated values
Lowest unoccupied orbital energy in hartree: -0.1603
HOMO level in eV: -11.5
Spin multiplicity: 1
Net charge: +1
Gap between HOMO and LUMO in eV: 7.1

Geometry (Å):
C1 -4.76945 2.65368 0.26366
C2 -5.39364 2.65030 -1.20831
O1 -5.07523 3.61040 -1.96361
O2 -6.32204 1.68616 -1.73766
C3 -5.67138 0.49997 -2.22218
S1 -5.15403 -0.61251 -0.77481
C4 -6.61787 -1.70634 -0.40643
C5 -7.91952 -0.75160 -0.44213
O3 -7.97435 0.15635 0.41540
F1 -8.95983 -0.84453 -1.39561
B1 -3.65892 -1.58812 -1.36552
O4 -3.90651 -2.91981 -1.85764
N1 -2.24209 -1.09975 -1.35620
C6 -2.16929 0.35480 -1.78673
C7 -1.66444 -1.11725 0.04855
H1 -4.94956 1.69861 0.86477
H2 -3.62900 2.77156 0.14720
H3 -5.17763 3.54247 0.85495
H4 -6.38648 -0.09305 -2.90917
H5 -4.74633 0.81338 -2.82498
H6 -6.64147 -2.51803 -1.20896
H7 -6.53948 -2.13702 0.65201
H8 -3.03615 -3.38444 -1.97476
H9 -2.58958 0.41142 -2.86534
H10 -2.75297 1.05027 -1.06868
H11 -1.07517 0.71332 -1.73886
H12 -2.33882 -1.67283 0.79500
H13 -0.61098 -1.59656 0.01351
H14 -1.48543 -0.01449 0.35546
C8 4.75715 -0.16180 -3.09184
C9 3.37416 -0.16001 -3.26045
C10 2.62454 -1.26752 -2.87861
C11 3.25836 -2.38683 -2.33714
C12 4.64558 -2.39775 -2.19109
C13 5.39325 -1.27785 -2.55903
C14 5.33549 -3.59735 -1.66411
O5 6.54656 -3.60612 -1.53284
C15 4.53180 -4.78793 -1.30771
C16 5.17271 -5.94580 -0.86416
C17 4.42453 -7.06537 -0.51426
C18 3.03426 -7.02973 -0.59706
C19 2.39219 -5.87996 -1.04377
C20 3.14076 -4.75956 -1.40935
C21 2.45034 -3.55353 -1.91714
O6 1.23157 -3.52196 -1.99431
H15 5.34059 0.70634 -3.38160
H16 2.87995 0.70662 -3.68816
H17 1.54653 -1.25819 -3.00778
H18 6.47167 -1.27527 -2.43525
H19 6.25556 -5.97973 -0.79409
H20 4.92540 -7.96635 -0.17458
H21 2.45079 -7.90113 -0.31711
H22 1.30894 -5.86021 -1.11066
C22 -1.71749 5.49516 3.14801
C23 -0.81058 6.45906 3.58300
C24 0.54765 6.16448 3.63479
C25 1.00226 4.89898 3.26246
C26 0.09171 3.92602 2.85008
C27 -1.26911 4.23059 2.78260
C28 0.55560 2.56449 2.49965
O7 -0.24081 1.71257 2.13457
C29 1.99698 2.24829 2.60629
C30 2.44201 0.95303 2.33461
C31 3.79711 0.65010 2.41939
C32 4.71331 1.64063 2.76639
C33 4.27346 2.93073 3.04321
C34 2.91290 3.23440 2.97300
C35 2.45156 4.60090 3.30401
O8 3.25141 5.46676 3.61175
H23 -2.77643 5.72885 3.09926
H24 -1.16265 7.44173 3.88003
H25 1.25000 6.92143 3.96972
H26 -1.98139 3.48205 2.44981
H27 1.73417 0.17680 2.06056
H28 4.14023 -0.35883 2.21281
H29 5.77126 1.40554 2.82542
H30 4.99181 3.69692 3.31773